1.
# C21H57BrO6Si

A cluster of 7 separate species, C21H57BrO6Si in total (ωB97M-V with the def2-TZVPD basis set, the OMol25 dataset).

```
86
C21H57BrO6Si (ωB97M-V with the def2-TZVPD basis set)
C 4.54755 -2.49308 2.06179
C 3.39329 -1.52039 1.62176
Br 2.72753 -0.40911 3.11123
C 2.27899 -2.27368 0.80659
Si 0.64089 -2.60449 1.73141
H 4.54136 -2.69913 3.14045
H 5.50575 -2.07190 1.71649
H 4.44538 -3.45086 1.52164
H 3.87241 -0.82576 0.91593
H 2.07728 -1.65699 -0.08822
H 2.65422 -3.23742 0.42369
H 0.29495 -4.02838 1.48474
H -0.42986 -1.82477 1.09121
H 0.70620 -2.45757 3.18630
C 9.73570 -1.33308 1.94313
C 8.79922 -0.23779 1.45654
C 9.32826 1.14227 1.81528
O 7.50550 -0.42097 2.03053
H 9.83406 -1.30230 3.03203
H 9.34017 -2.31706 1.68588
H 10.72880 -1.22995 1.50179
H 8.67823 -0.31359 0.37439
H 9.41331 1.25390 2.90000
H 8.64328 1.91712 1.46732
H 10.30944 1.31815 1.37023
H 7.59367 -0.35699 2.98601
C 2.39670 1.31502 -3.09132
C 2.69172 0.92573 -1.65202
C 3.33592 2.06829 -0.88837
O 3.56057 -0.21113 -1.62245
H 3.32053 1.57106 -3.62077
H 1.94333 0.47935 -3.62841
H 1.71928 2.16897 -3.14042
H 1.76457 0.63032 -1.15593
H 4.29170 2.34815 -1.34156
H 3.54744 1.76351 0.13890
H 2.69070 2.94831 -0.86729
H 4.38233 0.03451 -2.05640
C 1.50641 4.25955 -6.06104
C 0.31191 3.43246 -5.61085
C -0.98049 3.94907 -6.22349
O 0.21527 3.46335 -4.18672
H 1.39679 5.30107 -5.74515
H 2.42552 3.88328 -5.60795
H 1.61757 4.23591 -7.14672
H 0.46113 2.38878 -5.89459
H -1.17228 4.97974 -5.91356
H -1.83004 3.35394 -5.88632
H -0.94219 3.91628 -7.31421
H 0.08277 4.37745 -3.91858
C -6.03477 5.38768 -8.50631
C -4.59494 5.68251 -8.11505
C -3.64291 5.42339 -9.27273
O -4.22449 4.87514 -6.99852
H -6.15197 4.33692 -8.78672
H -6.70486 5.57035 -7.66485
H -6.35206 6.00859 -9.34626
H -4.50807 6.72240 -7.79535
H -3.68196 4.37363 -9.57807
H -2.61350 5.63167 -8.97565
H -3.88974 6.04515 -10.13537
H -4.29561 3.95374 -7.26371
C -3.71882 -1.94134 5.51072
C -3.46379 -3.19795 4.69262
C -3.05193 -2.85679 3.26932
O -4.64174 -4.00443 4.67302
H -4.53255 -1.35452 5.07484
H -4.02102 -2.20065 6.52704
H -2.82671 -1.31426 5.56113
H -2.68107 -3.79188 5.16793
H -3.84318 -2.29983 2.75905
H -2.88003 -3.76648 2.69136
H -2.14009 -2.25672 3.25535
H -5.34343 -3.49495 4.25696
C -6.82065 -3.89539 8.22807
C -7.67627 -5.06833 7.77383
C -7.30819 -6.34233 8.51891
O -7.51244 -5.26662 6.37208
H -5.76302 -4.08809 8.02704
H -7.09000 -2.99069 7.68026
H -6.94304 -3.70608 9.29662
H -8.73055 -4.83890 7.93982
H -6.26613 -6.61416 8.32813
H -7.92352 -7.17640 8.17771
H -7.44502 -6.22515 9.59588
H -6.58460 -5.46840 6.20798
```

Orbital gap = 10.367 eV
E = -112905.5950 eV
Structure (SMILES) = C[C@H](Br)C[SiH3].CC(C)O.CC(C)O.CC(C)O.CC(C)O.CC(C)O.CC(C)O
2S+1 = 1
Max |F| = 2.01 eV/A
Total charge = 0
HOMO = -9.67 eV

---

2.
# CH4N2O2

The molecule CH4N2O2 (ωB97M-V with the def2-TZVPD basis set, the OMol25 dataset).

```
9
CH4N2O2 (ωB97M-V with the def2-TZVPD basis set)
C -0.06262 0.46624 -0.30843
H 1.61845 0.29166 1.15889
H 0.93753 -1.32483 -0.44263
H 0.16550 1.58839 -0.65089
H -2.80461 -0.61856 0.33900
N 1.07928 -0.31047 -0.51048
N -0.94310 -0.34319 0.08840
O 2.19472 0.09742 0.27392
O -2.18516 0.15334 0.05222
```

Orbital gap = 9.754 eV
E = -8172.2671 eV
Structure (SMILES) = O/N=C/NO
Relative energy (zero: lowest compared OMol25 entry of this formula, charge and spin) = 101.9 kcal/mol
2S+1 = 1
Max |F| = 4.53 eV/A
Total charge = 0
HOMO = -8.89 eV

---

3.
# C16H29N6O3

A cluster of 3 separate species, C16H29N6O3 in total (ωB97M-V with the def2-TZVPD basis set, the OMol25 dataset).

```
54
C16H29N6O3 (ωB97M-V with the def2-TZVPD basis set)
N 7.56780 1.62592 2.63016
C 6.77176 2.61983 2.17509
N 7.07370 3.19048 1.00813
N 5.68813 3.10353 2.89575
C 4.67361 2.04154 3.23306
C 3.42419 2.14880 2.38571
C 2.32974 2.93768 3.09188
O 2.39261 3.07381 4.27667
N 1.23165 3.47869 2.37200
C 0.15577 2.53933 2.11546
C 0.33371 1.33725 1.43252
C -0.71184 0.44880 1.23305
C -1.98192 0.75101 1.71697
C -2.17231 1.96492 2.36749
C -1.11912 2.84472 2.56752
H 7.68657 0.86662 1.95644
H 7.18598 1.19732 3.47138
H 7.31992 2.64296 0.19969
H 7.10645 4.19846 0.96619
H 6.05174 3.45036 3.78568
H 4.44796 2.03490 4.29157
H 5.10855 1.06113 3.02786
H 3.62569 2.57141 1.40323
H 3.04181 1.14082 2.24647
H 1.53543 3.89907 1.49970
H 1.30303 1.07800 1.03003
H -0.55182 -0.48942 0.71759
H -2.78325 0.04369 1.57657
H -3.16825 2.19670 2.71302
H -1.32297 3.77089 3.08229
C -3.05975 -3.14023 -0.95360
C -1.61983 -3.24618 -0.52382
O -0.95070 -2.25991 -0.23059
N -1.07522 -4.48452 -0.46992
C -1.70918 -5.75493 -0.78037
H -3.35293 -2.09501 -0.94931
H -3.19258 -3.53211 -1.96221
H -3.70376 -3.68709 -0.26452
H -0.11197 -4.49088 -0.17546
H -1.68679 -6.40173 0.09763
H -1.16956 -6.24750 -1.59006
H -2.73960 -5.61132 -1.08406
C -4.77126 -2.17018 -5.94461
C -4.93602 -2.07681 -4.44657
O -5.07953 -3.06779 -3.74763
N -4.92103 -0.83615 -3.89106
C -4.76316 0.44395 -4.55734
H -4.80537 -3.21583 -6.23278
H -5.57699 -1.63985 -6.45293
H -3.81213 -1.75189 -6.25198
H -5.03836 -0.84152 -2.89059
H -3.88224 0.95705 -4.16805
H -5.63888 1.06765 -4.37214
H -4.64745 0.31355 -5.62722
```

Orbital gap = 6.157 eV
E = -32138.9831 eV
Relative energy (zero: lowest compared OMol25 entry of this formula, charge and spin) = 38.5 kcal/mol
2S+1 = 1
Max |F| = 2.29 eV/A
Total charge = +1
HOMO = -10.89 eV

---

4.
# C5H7O5

The molecule C5H7O5 (ωB97M-V with the def2-TZVPD basis set, the OMol25 dataset).

```
17
C5H7O5 (ωB97M-V with the def2-TZVPD basis set)
C -0.37568 -1.66262 0.12780
C 0.44172 -0.35900 0.49887
C 1.50628 0.05534 -0.68506
C 1.46070 1.03310 -1.63164
O 0.98305 -1.41302 2.77318
O 1.01029 -0.41645 1.83331
C -0.60409 0.83193 0.51522
O -0.43919 2.03971 0.48376
O -1.86761 0.27777 0.59915
O -2.95134 1.18717 0.13640
H -1.34890 -1.34810 -0.29455
H 0.11930 -2.08081 -0.76948
H -0.54822 -2.34398 0.98487
H 2.17082 -0.82610 -0.77119
H 2.20859 1.16324 -2.38650
H 0.70785 1.82665 -1.60616
H -2.47355 2.03516 0.19201
```

Orbital gap (spin up / spin down) = 10.973 / 9.107 eV
E = -15526.9711 eV
Relative energy (zero: lowest compared OMol25 entry of this formula, charge and spin) = 51.2 kcal/mol
2S+1 = 2
⟨S²⟩ = 0.754
Max |F| = 3.31 eV/A
Total charge = 0
HOMO (spin up / spin down) = -10.67 / -10.50 eV

---

5.
# C5H9BrN3

The ion C5H9BrN3 with charge +1 (ωB97M-V with the def2-TZVPD basis set, the OMol25 dataset).

```
18
C5H9BrN3 (ωB97M-V with the def2-TZVPD basis set)
C -0.05154 -0.44710 1.19170
C 0.08967 -1.22168 -0.07477
C 0.28056 1.00223 0.74667
C -0.78648 0.68167 -1.31399
C -0.26797 -0.66435 -1.26227
N -0.05404 1.48193 -0.32414
N 0.74525 -0.93027 2.33500
N -0.59828 1.37817 -2.59914
Br 0.17015 -1.42190 -2.90013
H -1.10247 -0.36960 1.30207
H 0.76438 -2.08998 0.10982
H 0.78338 1.61223 1.48358
H -1.93435 0.59215 -1.16001
H 1.50394 -0.41116 2.74294
H 1.26200 -1.73465 1.91627
H 0.34182 1.53528 -2.65442
H -1.19438 2.16139 -2.58692
H 0.04835 -1.15437 3.04773
```

Orbital gap = 8.683 eV
E = -79834.2880 eV
Structure (SMILES) = N[C@@H]1N=C[C@H]([NH3+])C=C1Br
Relative energy (zero: lowest compared OMol25 entry of this formula, charge and spin) = 54.7 kcal/mol
2S+1 = 1
Max |F| = 4.45 eV/A
Total charge = +1
HOMO = -12.73 eV

---

6.
# C15H30FNO7P

A cluster of 2 separate species, C15H30FNO7P in total (ωB97M-V with the def2-TZVPD basis set, the OMol25 dataset).

```
55
C15H30FNO7P (ωB97M-V with the def2-TZVPD basis set)
C 2.71877 2.13363 -2.91745
C 1.39262 1.76824 -2.22176
F 0.92474 0.65131 -2.89914
C 0.41990 2.93292 -2.42727
C -0.73138 3.07047 -1.36610
C -1.92040 2.19337 -1.82645
C -1.75997 0.76173 -1.29305
O -2.45832 -0.17817 -2.12182
C -2.04708 -1.43890 -1.78794
O -1.86859 -1.79796 -0.65338
C -0.42937 2.75269 0.11650
C -0.17914 4.15515 0.77606
C 1.21645 4.33339 1.44314
C 2.24735 5.04006 0.57598
O 3.45819 5.01113 1.32460
C -0.66353 5.16154 -0.23419
N -0.94981 4.52635 -1.29972
H 2.49635 2.17986 -3.98987
H 3.47582 1.36543 -2.76977
H 3.06354 3.13285 -2.64395
H 1.62935 1.55773 -1.17756
H 1.00668 3.85639 -2.42336
H -0.05518 2.87776 -3.40982
H -2.88735 2.56658 -1.47274
H -1.96298 2.12467 -2.91734
H -0.72278 0.43979 -1.18553
H -2.19938 0.73639 -0.29210
H -1.89420 -2.16180 -2.60249
H -1.26235 2.39513 0.72676
H 0.33541 2.01304 0.34318
H -0.89870 4.25012 1.60078
H 1.59685 3.32505 1.62901
H 1.08829 4.78271 2.42792
H 2.42424 4.53034 -0.37919
H 1.98503 6.10297 0.46528
H 4.20970 5.11764 0.73551
H -0.80373 6.23050 -0.12295
H -1.31311 5.00083 -2.12377
C 0.26151 -7.63085 3.87589
O 0.29444 -7.70252 2.44983
P 0.29628 -6.27443 1.60459
O 1.46340 -5.58128 2.22657
O -1.15101 -5.79429 2.22837
C -2.25961 -6.69357 2.32004
O 0.10509 -5.36294 0.23030
C -0.14579 -3.97205 0.40191
H 1.15232 -8.12758 4.25577
H 0.22751 -6.60951 4.24511
H -0.61905 -8.17182 4.22691
H -2.60172 -6.72232 3.35432
H -2.00302 -7.70423 2.00881
H -3.07179 -6.32242 1.69464
H 0.72283 -3.48199 0.84449
H -1.03018 -3.79573 1.00897
H -0.32313 -3.55337 -0.58253
```

Orbital gap = 6.834 eV
E = -43861.6646 eV
2S+1 = 1
Max |F| = 7.06 eV/A
Total charge = +1
HOMO = -11.21 eV

---

7.
# C5H10O

A structure of composition C5H10O (ωB97M-V with the def2-TZVPD basis set, the OMol25 dataset).

```
16
C5H10O (ωB97M-V with the def2-TZVPD basis set)
C 0.01814 -1.92376 -0.24363
C -0.09006 -0.28414 0.73322
C 1.06786 0.60841 0.35412
C 0.51827 1.71873 -0.54365
O -0.77893 1.25298 -0.90943
C -1.27309 0.45516 0.14995
H 0.95997 -2.51444 -0.15630
H -0.78019 -2.48101 0.23466
H -0.20176 -1.82085 -1.32752
H -0.11528 -0.68968 1.73370
H 1.93649 0.77205 1.00137
H 0.94674 -0.49576 -0.16170
H 1.08424 1.84423 -1.47597
H 0.44920 2.71813 -0.06786
H -1.72994 1.07230 0.93959
H -2.01169 -0.23235 -0.26057
```

Orbital gap = 9.128 eV
E = -7390.3633 eV
Relative energy (zero: lowest compared OMol25 entry of this formula, charge and spin) = 101.5 kcal/mol
2S+1 = 1
Max |F| = 4.63 eV/A
Total charge = 0
HOMO = -8.08 eV

---

8.
# CH5S3

A cluster of 2 separate species, CH5S3 in total (ωB97M-V with the def2-TZVPD basis set, the OMol25 dataset).

```
9
CH5S3 (ωB97M-V with the def2-TZVPD basis set)
S 2.41975 -0.93261 0.29843
H 2.18927 -0.77565 -1.01689
C -1.02389 0.45866 -0.66375
S -1.70177 0.44324 1.06659
S -0.40256 -0.36651 2.45919
H -1.44391 1.36439 -1.09920
H 0.04598 0.60520 -0.56192
H -1.31528 -0.41812 -1.23225
H 1.23240 -0.37860 0.74979
```

Orbital gap = 5.745 eV
E = -33624.9205 eV
Relative energy (zero: lowest compared OMol25 entry of this formula, charge and spin) = 8.8 kcal/mol
2S+1 = 1
Max |F| = 1.28 eV/A
Total charge = -1
HOMO = -2.32 eV

---

Repeat the third record exactly.
# C16H29N6O3

A cluster of 3 separate species, C16H29N6O3 in total (ωB97M-V with the def2-TZVPD basis set, the OMol25 dataset).

```
54
C16H29N6O3 (ωB97M-V with the def2-TZVPD basis set)
N 7.56780 1.62592 2.63016
C 6.77176 2.61983 2.17509
N 7.07370 3.19048 1.00813
N 5.68813 3.10353 2.89575
C 4.67361 2.04154 3.23306
C 3.42419 2.14880 2.38571
C 2.32974 2.93768 3.09188
O 2.39261 3.07381 4.27667
N 1.23165 3.47869 2.37200
C 0.15577 2.53933 2.11546
C 0.33371 1.33725 1.43252
C -0.71184 0.44880 1.23305
C -1.98192 0.75101 1.71697
C -2.17231 1.96492 2.36749
C -1.11912 2.84472 2.56752
H 7.68657 0.86662 1.95644
H 7.18598 1.19732 3.47138
H 7.31992 2.64296 0.19969
H 7.10645 4.19846 0.96619
H 6.05174 3.45036 3.78568
H 4.44796 2.03490 4.29157
H 5.10855 1.06113 3.02786
H 3.62569 2.57141 1.40323
H 3.04181 1.14082 2.24647
H 1.53543 3.89907 1.49970
H 1.30303 1.07800 1.03003
H -0.55182 -0.48942 0.71759
H -2.78325 0.04369 1.57657
H -3.16825 2.19670 2.71302
H -1.32297 3.77089 3.08229
C -3.05975 -3.14023 -0.95360
C -1.61983 -3.24618 -0.52382
O -0.95070 -2.25991 -0.23059
N -1.07522 -4.48452 -0.46992
C -1.70918 -5.75493 -0.78037
H -3.35293 -2.09501 -0.94931
H -3.19258 -3.53211 -1.96221
H -3.70376 -3.68709 -0.26452
H -0.11197 -4.49088 -0.17546
H -1.68679 -6.40173 0.09763
H -1.16956 -6.24750 -1.59006
H -2.73960 -5.61132 -1.08406
C -4.77126 -2.17018 -5.94461
C -4.93602 -2.07681 -4.44657
O -5.07953 -3.06779 -3.74763
N -4.92103 -0.83615 -3.89106
C -4.76316 0.44395 -4.55734
H -4.80537 -3.21583 -6.23278
H -5.57699 -1.63985 -6.45293
H -3.81213 -1.75189 -6.25198
H -5.03836 -0.84152 -2.89059
H -3.88224 0.95705 -4.16805
H -5.63888 1.06765 -4.37214
H -4.64745 0.31355 -5.62722
```

Orbital gap = 6.157 eV
E = -32138.9831 eV
Relative energy (zero: lowest compared OMol25 entry of this formula, charge and spin) = 38.5 kcal/mol
2S+1 = 1
Max |F| = 2.29 eV/A
Total charge = +1
HOMO = -10.89 eV

---

Q: Look up the max |F| of the eighth one.
A: 1.28 eV/A